Formula: C72H80O22
Source: the OMol25 dataset
Level of theory: ωB97M-V/def2-TZVPD

```
174
Properties=species:S:1:pos:R:3:forces:R:3
C 2.220014 4.271271 2.559185 0.333 -0.018 0.346
C 1.114783 3.523181 2.461234 -0.714 0.334 -0.532
C 0.819837 2.377178 3.372123 1.003 -0.285 -0.549
O -0.188313 1.709282 3.305976 -0.561 0.153 -0.230
C 1.877476 1.985391 4.310877 -0.118 -0.165 1.002
C 2.990902 2.698999 4.418603 1.234 0.998 -0.914
C 3.339307 3.895609 3.475691 -1.642 -1.380 0.510
O 4.414810 4.432816 3.429583 0.084 -0.138 0.278
H 2.424869 5.188142 2.010190 -0.347 -0.333 -0.308
H 0.345184 3.743194 1.698556 0.479 -0.027 0.670
H 1.636036 1.121832 4.965019 0.321 0.622 -0.520
H 3.797738 2.439279 5.079061 0.148 -0.144 0.339
C 6.748858 -3.285604 -0.457962 -1.432 0.723 0.186
C 5.579362 -2.732594 -0.851208 1.149 -0.539 1.543
C 4.900826 -1.710632 0.002844 -0.151 0.623 -0.286
O 3.812188 -1.243991 -0.295392 0.155 -0.304 -0.026
C 5.591657 -1.230871 1.232644 0.190 -0.595 -0.340
C 6.746968 -1.790433 1.585235 0.543 -0.614 0.514
C 7.421378 -2.920939 0.803267 -0.765 1.738 0.231
O 8.447330 -3.409378 1.200302 0.091 -0.334 -0.016
H 7.145226 -4.095003 -0.999520 0.647 -0.851 -0.659
H 5.071063 -3.192918 -1.667947 -0.522 0.212 -0.666
H 5.098405 -0.457918 1.818290 0.140 -0.120 -0.132
H 7.263024 -1.530401 2.513903 -0.113 0.077 -0.347
C -3.605757 3.272802 3.786076 2.070 -1.018 -1.750
C -2.838085 3.369074 2.651945 -2.120 0.102 1.514
C -3.466739 3.936247 1.407379 0.828 0.847 0.768
O -2.806365 4.033987 0.392198 -0.501 0.030 -0.134
C -4.837963 4.528315 1.533804 -0.409 -0.383 -1.446
C -5.602095 4.227532 2.575616 -1.129 0.969 -1.292
C -5.038571 3.574292 3.723010 -0.205 -0.212 2.379
O -5.722409 3.364577 4.714743 -0.098 -0.150 -0.280
H -3.206299 2.775163 4.699066 -0.485 0.699 -0.677
H -1.812225 3.045130 2.641178 0.124 -0.032 -0.234
H -5.281545 5.042001 0.645390 0.717 -0.453 0.787
H -6.674264 4.518090 2.581099 0.910 -0.265 0.325
C 1.197621 0.675220 -0.175308 1.889 0.936 -0.695
C 0.706319 -0.293203 0.575676 -0.678 -1.321 0.441
C -0.780888 -0.338826 0.781106 -0.015 -1.966 1.723
O -1.325891 -1.275661 1.379333 0.939 0.625 -0.669
C -1.603173 0.741984 0.321409 -0.497 1.813 -1.286
C -1.058796 1.767443 -0.351090 -0.206 0.430 -0.349
C 0.378556 1.820246 -0.674521 0.244 0.378 -0.137
O 0.845145 2.781039 -1.297194 -0.217 -1.376 0.782
H 2.273878 0.722455 -0.432919 -0.679 -0.118 0.210
H 1.294740 -1.154044 1.004421 -0.598 1.175 -0.620
H -2.680809 0.695407 0.473979 0.182 -0.051 0.252
H -1.579915 2.654198 -0.726854 -0.194 -0.620 0.319
C -2.979679 -4.610837 1.460592 0.120 0.279 -0.057
C -2.414296 -4.443057 0.251588 -0.514 -0.350 -0.078
C -2.630280 -5.393224 -0.890656 -0.164 -0.621 1.542
O -2.064634 -5.255927 -1.950051 -0.341 -0.107 -0.071
C -3.459337 -6.601908 -0.520458 0.507 -0.167 -0.956
C -3.904165 -6.833861 0.708110 0.284 -0.271 -0.717
C -3.744084 -5.868577 1.780153 -0.480 0.747 1.433
O -4.229233 -6.088595 2.888318 0.678 0.485 -1.020
H -2.907176 -3.844129 2.258458 0.104 -0.678 -0.559
H -1.774275 -3.631580 -0.037969 0.057 0.632 0.289
H -3.557199 -7.391116 -1.263753 -0.009 0.318 -0.125
H -4.344871 -7.786398 0.937716 -0.317 -0.118 0.251
C 2.934862 1.258026 -3.801871 -0.054 0.737 0.164
C 1.820136 0.689727 -4.290665 0.871 -0.301 0.165
C 1.858590 -0.709131 -4.796399 -0.115 0.078 0.084
O 0.854470 -1.314739 -5.119108 0.199 0.200 0.084
C 3.187316 -1.359742 -4.868796 0.947 0.148 1.267
C 4.310803 -0.723589 -4.434747 -2.160 -0.258 -0.431
C 4.286487 0.604973 -3.784819 0.567 0.873 0.226
O 5.296192 1.126018 -3.276643 -2.169 -1.072 -0.980
H 2.913072 2.282913 -3.422412 -0.040 -0.283 -0.005
H 0.858673 1.173383 -4.326589 -0.229 0.251 0.041
H 3.124076 -2.441557 -5.057152 0.436 0.607 -0.472
H 5.247992 -1.162799 -4.494222 1.633 -1.004 0.044
C -0.717612 6.795267 -1.131493 0.224 0.695 0.495
C -0.459754 7.437181 -2.264074 -0.145 -0.050 0.058
C 0.802093 7.275378 -2.978118 -0.342 0.016 -0.610
O 0.953458 7.669231 -4.108566 -0.244 0.754 -0.940
C 1.846935 6.520881 -2.376273 1.630 -1.871 1.897
C 1.661267 5.880603 -1.205456 -0.821 1.388 -0.264
C 0.392505 6.067987 -0.421333 -0.707 -0.248 -1.370
O 0.227016 5.625476 0.688720 0.254 0.155 0.274
H -1.670101 6.967538 -0.630889 0.266 -0.441 0.109
H -1.139853 8.083114 -2.772743 -0.653 0.229 -0.132
H 2.786506 6.418825 -2.919743 -0.238 0.091 0.072
H 2.409531 5.329528 -0.699708 0.731 -0.630 0.192
C 5.027274 2.347543 0.548803 -0.231 0.104 -0.257
C 4.780866 3.155083 -0.478907 -0.483 1.099 -0.536
C 5.671077 4.342696 -0.863856 -0.119 -0.788 0.701
O 5.300482 5.087252 -1.757027 0.927 -0.502 1.147
C 6.918106 4.480343 0.040508 -0.134 0.522 -0.440
C 7.184440 3.599907 1.017461 0.291 0.713 0.001
C 6.233676 2.517727 1.367074 0.260 0.873 -0.299
O 6.395842 1.912205 2.391025 0.051 -1.020 0.919
H 4.324882 1.604643 0.915206 -0.011 -0.024 -0.243
H 3.824751 3.174708 -1.032746 0.569 -0.385 0.259
H 7.574760 5.360769 -0.053704 -0.489 -0.464 -0.352
H 8.039467 3.735567 1.730732 -0.884 -0.196 -0.888
C -2.157650 -2.349398 -3.692609 1.218 0.733 0.037
C -1.945055 -1.375079 -2.528834 -0.266 -0.342 0.794
C -3.323084 -1.342765 -1.796210 1.461 0.456 -0.267
O -4.018452 -2.489694 -2.189734 0.369 -0.261 -0.292
C -3.580379 -2.736213 -3.526478 -1.007 -0.037 -0.169
H -1.447590 -3.177021 -3.552382 -0.400 0.107 -0.375
H -2.024942 -1.886170 -4.678809 0.272 -0.165 0.302
H -1.563483 -0.390153 -2.767252 -0.065 0.188 -0.263
H -1.235246 -1.854892 -1.865204 0.354 0.092 0.304
H -3.807504 -0.415399 -2.065547 -0.705 0.343 -0.164
H -3.175734 -1.365914 -0.731700 -0.163 -0.012 0.606
H -4.174001 -2.111534 -4.199470 -0.315 -0.255 -0.122
H -3.680965 -3.776011 -3.718967 -0.677 -0.885 -0.291
C -1.919545 -1.720285 5.594553 -0.073 1.174 -0.144
C -2.405028 -3.049615 5.090566 0.766 0.170 -0.388
C -3.872129 -2.836646 5.010886 -0.398 -1.292 -0.784
O -4.043975 -1.510076 4.653980 -0.870 1.472 -1.078
C -2.872396 -0.748950 4.843994 0.677 -0.424 1.094
H -0.868078 -1.516162 5.397671 0.013 -0.036 -0.016
H -2.117568 -1.577140 6.644939 0.106 -0.204 0.565
H -2.059952 -3.920230 5.599820 0.043 -0.539 0.752
H -2.008555 -3.149555 4.098164 0.191 -0.130 -0.786
H -4.355406 -2.995991 5.946309 -0.478 -0.406 0.985
H -4.339952 -3.491008 4.252085 0.032 0.232 0.327
H -3.125306 0.127730 5.439752 0.011 0.080 0.145
H -2.436486 -0.387937 3.926560 0.049 -0.084 -0.709
C 2.426659 -2.995084 3.155737 0.714 0.769 -2.556
C 1.809647 -3.863100 2.063168 -0.091 -0.244 0.510
C 0.537223 -4.261994 2.764839 -1.355 0.688 0.226
O 0.842867 -4.344898 4.171681 -0.109 -0.201 -0.580
C 2.111893 -3.755874 4.352423 0.378 0.014 1.971
H 1.960845 -2.015701 3.139297 -0.303 0.250 0.123
H 3.483420 -2.825497 2.976003 0.296 -0.056 0.216
H 2.400452 -4.776366 1.901933 0.087 0.392 -0.224
H 1.597251 -3.340270 1.144194 0.137 0.018 -0.425
H 0.174804 -5.221235 2.410799 -0.306 -0.151 0.109
H -0.264015 -3.470594 2.649848 0.712 -0.836 -0.136
H 2.887527 -4.531694 4.499318 -0.342 0.253 0.398
H 2.059189 -3.018610 5.170822 0.141 -0.828 0.358
C -6.277221 -0.644408 2.050723 0.415 1.004 0.177
C -6.541317 -0.439203 0.537846 0.677 -0.784 0.244
C -6.091034 0.999573 0.325351 -1.260 0.233 0.152
O -5.063857 1.201579 1.241820 1.247 1.063 0.466
C -5.043018 0.258702 2.298441 -0.288 -0.370 0.217
H -6.051048 -1.659255 2.329738 -0.188 -0.422 0.048
H -7.059314 -0.226590 2.723668 0.130 -0.531 -0.708
H -7.553472 -0.689633 0.231062 -0.089 0.273 -0.012
H -5.864676 -1.127951 0.011091 -0.146 0.168 -0.060
H -6.945417 1.677118 0.531171 0.215 -0.085 0.067
H -5.687977 1.311613 -0.633774 -0.122 -0.468 -0.409
H -5.172687 0.724529 3.276430 0.079 0.378 -0.036
H -4.033776 -0.177976 2.319512 -0.460 -0.471 -0.187
C -1.211580 4.411394 -4.798884 0.318 -0.720 0.186
C -1.054380 3.872346 -6.219260 -0.462 -1.087 -0.270
C -1.772844 2.466681 -6.144911 0.717 0.519 -0.051
O -1.421935 1.993426 -4.824184 -0.480 1.403 -0.394
C -1.598442 3.171643 -3.973394 0.249 -1.238 0.122
H -2.025172 5.107923 -4.814534 -0.300 0.637 0.340
H -0.283507 4.882635 -4.446080 -0.421 -0.048 -0.005
H -0.019224 3.633829 -6.439357 0.229 0.280 -0.097
H -1.440232 4.601806 -6.951215 0.109 -0.621 0.096
H -1.362008 1.720828 -6.823939 0.064 0.171 -0.164
H -2.856343 2.539160 -6.372416 0.276 -0.032 0.689
H -1.040157 3.000846 -3.052864 0.478 0.135 -0.245
H -2.624396 3.118391 -3.643377 -0.685 0.590 -0.118
C 1.044206 -4.172185 -2.117073 1.267 0.374 -1.981
C 1.264982 -4.885809 -3.541332 0.961 1.576 0.145
C 2.586448 -5.643777 -3.342710 -0.417 0.735 0.213
O 3.326017 -4.908128 -2.366275 -0.205 0.356 -0.300
C 2.364464 -4.448471 -1.404140 0.690 -0.270 0.365
H 0.233012 -4.599804 -1.579674 -0.788 -0.069 0.286
H 0.921161 -3.085977 -2.302652 -0.245 -0.618 0.274
H 1.446400 -4.081239 -4.313826 -0.704 -0.894 0.658
H 0.486518 -5.590885 -3.822465 -0.228 0.351 -0.106
H 3.201592 -5.769989 -4.256710 -0.381 -0.077 0.681
H 2.261789 -6.562096 -2.885915 0.452 -1.075 -0.006
H 2.832538 -3.598910 -0.878867 -0.399 -0.208 -0.298
H 2.212210 -5.247438 -0.666803 0.052 -0.016 0.038
```
Positions in Å, forces in eV/Å.

Properties
Electronic energy = -4446.4266 a.u.
LUMO energy = -1.9 eV
F_max = 3.1 eV/Å